{
  "formula": "C4H12",
  "method": "ωB97M-V/def2-TZVPD",
  "homo_energy_ev": -11.148,
  "lumo_ev": 1.117,
  "e_above_lowest_kj_mol": 58.2,
  "charge": 0,
  "homo_lumo_gap_ha": 0.4507,
  "species": ["C", "C", "H", "H", "H", "H", "H", "H", "H", "H", "C", "H", "H", "H", "C", "H"],
  "xyz": [[-2.04, -1.98, -0.06], [1.78, 1.70, 0.95], [-2.75, -1.16, 0.10], [1.27, 1.27, 1.82], [-2.45, -2.85, -0.55], [2.09, 2.73, 1.15], [2.76, 1.22, 0.89], [0.05, 1.09, -0.10], [0.00, -2.18, -0.67], [-1.73, -2.22, 0.97], [-0.75, -1.40, -0.64], [0.48, 2.54, -0.69], [-0.81, -0.97, -1.64], [-0.29, -0.65, 0.02], [0.97, 1.62, -0.32], [1.41, 1.22, -1.23]]
}